Entry from OMol25: a gas-phase ion, C23H32NO3 (charge +1) (ωB97M-V/def2-TZVPD).

Values from the calculation:
Net charge = +1
SMILES = CCCOc1ccc([C@H](C(=O)OCC[NH+](CC)CC)c2ccccc2)cc1
Energy above the lowest of the compared OMol25 structures with the same formula, charge and spin = 13.6 kJ/mol
HOMO = -10.590 eV
Molecular weight = 370.51 u

Geometry (Å):
C -1.1876 -6.0797 6.0808
H -0.7408 -6.7410 6.8176
C -0.1185 -5.5475 5.1365
C -0.7165 -4.6142 4.0895
H -1.4674 -5.1487 3.4922
H -1.1999 -3.7577 4.5793
O 0.3384 -4.1657 3.2556
C 0.0662 -3.3315 2.2325
C 1.1574 -2.9615 1.4392
C 0.9904 -2.1089 0.3726
C -0.2636 -1.5864 0.0670
C -1.3473 -1.9677 0.8404
C -1.1924 -2.8282 1.9135
H -2.0612 -3.1022 2.4897
H -2.3344 -1.5974 0.6072
C -0.4193 -0.6790 -1.1327
C 0.6856 0.3228 -1.2704
O 1.1050 0.7260 -2.3451
O 1.0924 0.8300 -0.1107
C 2.1543 1.7800 -0.0936
H 3.0031 1.3829 -0.6624
C 1.7376 3.1583 -0.6137
N 1.7974 3.2343 -2.0947
C 3.1651 3.5353 -2.5902
C 3.3794 2.9814 -3.9891
H 4.4115 3.1435 -4.2858
H 3.1835 1.9118 -4.0115
H 2.7443 3.4658 -4.7252
H 3.3155 4.6173 -2.5663
H 3.8855 3.0761 -1.9112
C 0.7819 4.1629 -2.6513
C -0.6056 3.5427 -2.6676
H -0.9825 3.3282 -1.6704
H -1.2995 4.2322 -3.1391
H -0.6066 2.6187 -3.2410
H 0.7956 5.0850 -2.0649
H 1.0723 4.4028 -3.6742
H 1.5553 2.2414 -2.4226
H 0.7132 3.3487 -0.2868
H 2.3845 3.9292 -0.1901
H 2.4324 1.8495 0.9596
C -1.6493 0.2171 -1.0999
C -2.5088 0.2674 -2.1885
C -3.6170 1.0978 -2.1629
C -3.8674 1.8910 -1.0562
C -3.0078 1.8491 0.0301
C -1.8997 1.0206 0.0074
H -1.2333 0.9774 0.8568
H -3.2029 2.4597 0.8988
H -4.7323 2.5356 -1.0363
H -4.2873 1.1203 -3.0080
H -2.3219 -0.3536 -3.0519
H -0.4436 -1.2736 -2.0531
H 1.8448 -1.8538 -0.2392
H 2.1259 -3.3685 1.6812
H 0.3756 -6.3741 4.6242
H 0.6408 -5.0010 5.6978
H -1.9420 -6.6380 5.5314
H -1.6784 -5.2631 6.6056

***

Entry from OMol25: 2 unconnected molecules or ions with the total composition C4H14NOSi at a distorted geometry (ωB97M-V/def2-TZVPD).

Values from the calculation:
Net charge = +1
Energy above the lowest of the compared OMol25 structures with the same formula, charge and spin = 261.6 kJ/mol
HOMO = -15.435 eV
Molecular weight = 120.25 u

Geometry (Å):
C -2.3323 -0.5712 0.5162
C -1.8781 0.7078 -0.2486
C -0.5724 0.4599 -0.8326
C 0.4703 0.0828 0.0651
N 0.5115 0.4641 1.2643
O 2.7905 1.0575 -0.2188
Si 1.5053 -1.4493 -0.3402
H -3.2753 -0.5304 1.0632
H -1.7030 -0.7103 1.2590
H -2.3645 -1.4498 -0.0519
H -2.0530 1.5475 0.3800
H -2.7009 0.8728 -1.0542
H -0.6336 -0.1922 -1.6790
H -0.1391 1.4838 -1.2290
H 3.7190 1.1320 0.0328
H -0.2658 1.1221 1.6587
H 1.1732 0.2122 1.8915
H 2.8185 1.0037 -1.1634
H 0.5003 -2.3076 0.1341
H 2.7978 -1.3249 0.4431
H 1.6317 -1.6102 -1.8904

***

Entry from OMol25: a molecular structure, C21H29F9NO3P2Pr at a distorted geometry (ωB97M-V/def2-TZVPD).

Values from the calculation:
2S+1 = 3
⟨S²⟩ = 2.02
Energy above the lowest of the compared OMol25 structures with the same formula, charge and spin = 413.1 kJ/mol
HOMO (alpha / beta) = -4.301 / -4.256 eV
Molecular weight = 717.31 u

Geometry (Å):
C -1.9035 0.2418 -4.0643
C -0.9647 0.3956 -3.0383
N -1.3353 0.1909 -1.7159
C -2.5791 -0.2774 -1.4644
C -3.5150 -0.5122 -2.4681
C -3.1715 -0.2240 -3.7892
C 0.3898 0.8655 -3.3274
P 1.8005 0.3963 -2.3171
Pr 0.3700 0.1100 0.1831
P -2.6332 0.6161 1.2489
C -2.9321 -0.6443 -0.0248
C 1.8792 1.2518 1.8860
C 3.1377 0.6658 1.9741
C 4.0341 1.0791 2.9883
C 3.6499 2.0758 3.8936
C 2.3802 2.6602 3.7853
C 1.4892 2.2455 2.7644
O 0.1109 3.4220 -2.6377
O 0.1006 2.6677 -0.3026
H -1.5894 0.4889 -5.0779
H -4.4894 -0.9136 -2.1905
H -3.8950 -0.3801 -4.5881
C 2.4259 -1.0670 -3.1840
C 3.0574 1.6740 -2.6577
H -4.0143 -0.8389 0.0401
H -2.4282 -1.5881 0.2598
H 0.2395 2.5366 -3.0455
H 0.6148 0.9419 -4.4096
C -2.4811 -0.2140 2.8301
C -4.0073 1.7643 1.2503
H 3.4599 -0.1231 1.2813
H 5.0224 0.6129 3.0626
H 4.3376 2.3908 4.6833
H 2.0774 3.4379 4.4925
H 0.4927 2.7047 2.7260
H -0.7210 2.1389 0.1679
H 0.6193 3.1062 0.4126
H 0.0327 3.1774 -1.4581
H -0.6954 3.7979 -3.0119
H -1.4319 1.4934 0.9489
H 2.9168 -0.7664 -4.1177
H 3.1426 -1.5786 -2.5313
H 1.6033 -1.7562 -3.4044
H 3.3657 1.6462 -3.7116
H 2.6930 2.6811 -2.4105
H 3.9312 1.4673 -2.0243
H -4.9216 1.2748 1.6228
H -3.7645 2.6141 1.9036
H -4.1833 2.1320 0.2308
H -3.4847 -0.3417 3.2635
H -2.0044 -1.1972 2.7348
H -1.8811 0.4095 3.5116
F 0.9108 -3.2608 -1.0308
C 1.3796 -3.4981 0.2365
F 1.7698 -4.7870 0.3181
F 2.4852 -2.6952 0.3726
C 0.2983 -3.1139 1.2874
O -0.0742 -1.7905 1.0979
C -0.9596 -4.0017 1.1116
F -0.7210 -5.3098 1.3646
F -1.9553 -3.5750 1.9407
F -1.4463 -3.8827 -0.1564
C 0.8614 -3.2486 2.7279
F 1.3169 -4.4968 3.0001
F 1.8814 -2.3657 2.9169
F -0.0941 -2.9266 3.6400

***

Entry from OMol25: C4H6N2O2 in the gas phase at a distorted geometry (ωB97M-V/def2-TZVPD).

Values from the calculation:
SMILES = NC(=O)[C@H]1CN1C=O
Energy above the lowest of the compared OMol25 structures with the same formula, charge and spin = 163.0 kJ/mol
HOMO = -9.964 eV
Molecular weight = 114.10 u

Geometry (Å):
C 0.1613 1.6485 0.1854
C 0.6340 0.2393 0.1888
C 0.1127 -0.8011 1.1066
C 0.2655 -1.8406 -1.2684
H -1.6548 2.6565 0.0482
H -1.6711 0.9089 -0.0820
H 1.6659 0.1733 -0.1735
H -0.6461 -0.6481 1.8565
H 0.8250 -1.6490 1.3416
H 0.3292 -1.2966 -2.3209
N -1.1699 1.7498 0.1547
N -0.2386 -0.7856 -0.3532
O 0.9079 2.6365 0.3201
O 0.4790 -2.9917 -1.0038

***

Entry from OMol25: C8H13NO2S2 in the gas phase at a distorted geometry (ωB97M-V/def2-TZVPD).

Values from the calculation:
SMILES = C[C@@H]1CS(=O)(=O)C2(CCC2)C(=S)N1
Energy above the lowest of the compared OMol25 structures with the same formula, charge and spin = 127.8 kJ/mol
HOMO = -8.598 eV
Molecular weight = 219.33 u

Geometry (Å):
C 0.5612 1.0181 -1.3748
C -1.5311 -1.9961 -1.4280
C -1.7459 -0.4422 -1.5216
C -0.2127 -1.7088 -0.6596
C 0.1476 1.5220 1.7153
C 1.4341 1.1775 1.0100
C -0.5289 -0.2422 -0.7022
C 2.0188 -0.2525 1.2765
N 1.3359 1.5739 -0.4835
O -2.3747 1.1359 0.8707
O -1.1093 -0.7600 1.9229
S 0.3070 1.4489 -2.9257
S -1.1791 0.3507 1.0012
H -2.2843 -2.3979 -0.7845
H -1.4793 -2.6436 -2.3589
H -1.7564 -0.0583 -2.6599
H -2.6910 0.0730 -1.0154
H -0.1522 -2.0640 0.4029
H 0.6370 -2.0830 -1.1368
H 0.2535 1.4028 2.8277
H -0.2272 2.4931 1.4564
H 2.1761 1.9405 1.2742
H 2.6618 -0.5001 0.4922
H 1.2730 -0.9101 1.4513
H 2.4549 -0.3095 2.1890
H 2.0110 2.2317 -0.8395

***

Entry from OMol25: 2 unconnected molecules or ions with the total composition C3H2O2 at a distorted geometry (ωB97M-V/def2-TZVPD).

Values from the calculation:
Energy above the lowest of the compared OMol25 structures with the same formula, charge and spin = 230.9 kJ/mol
HOMO = -10.946 eV
Molecular weight = 70.05 u

Geometry (Å):
C -0.2138 0.7028 0.0668
C 1.7971 -0.1777 0.0425
C -1.3518 0.1593 0.0065
O 2.4645 0.7774 0.0017
O 1.1517 -1.1154 0.0955
H -1.5515 -0.9394 -0.0059
H -2.2962 0.5928 -0.2072

***

Entry from OMol25: C4H9NO in the gas phase (ωB97M-V/def2-TZVPD).

Values from the calculation:
SMILES = CCCC(N)=O
Energy above the lowest of the compared OMol25 structures with the same formula, charge and spin = 6.2 kJ/mol
HOMO = -9.769 eV
Molecular weight = 87.12 u

Geometry (Å):
C 2.2141 -0.0583 -0.4520
C 0.7558 0.3488 -0.6035
C -0.1322 -0.1325 0.5445
C -1.5363 0.4061 0.3199
O -1.7342 1.5595 -0.0230
N -2.5581 -0.4796 0.4797
H 2.8043 0.2742 -1.3123
H 2.3171 -1.1470 -0.3744
H 2.6526 0.3862 0.4489
H 0.6576 1.4375 -0.6566
H 0.3492 -0.0400 -1.5461
H -0.1238 -1.2282 0.6241
H 0.2445 0.2589 1.4993
H -3.4903 -0.1549 0.2758
H -2.4202 -1.4307 0.7758

***

Q: Which formula does entry 3 have?
A: C21H29F9NO3P2Pr

***

Q: The highest energy above the lowest of the compared OMol25 structures with the same formula, charge and spin belongs to which entry?
A: C21H29F9NO3P2Pr

***

Q: What is the formula in the seventh record?
A: C4H9NO

***

Q: Among the records above, which one has the lowest molecular weight?
A: C3H2O2